15
Properties=species:S:1:pos:R:3 method="wB97M-V/def2-TZVPD" de_lowest_kj_mol=271.3 homo_lumo_gap_ev="7.7 / 7.7" total_charge=0 largest_force_ev_per_a=2.706 homo_energy_ha="-0.2737 / -0.2737" lumo_energy_ev="0.275 / 0.276"
C -2.0918 0.9998 -1.8415
C -1.4482 0.0175 -1.0611
C 0.6986 -0.1360 0.1217
C 0.4133 -1.5431 0.4809
C 1.4990 0.6426 1.0544
N -2.4459 1.8862 -2.4951
N -0.3236 0.4719 -0.4622
H -1.8059 -0.9418 -0.8746
H 1.1924 -2.0071 1.1507
H 0.0539 -2.2018 -0.4627
H -0.5484 -1.4507 1.0312
H 1.2323 1.6180 0.8355
H 2.6041 0.5836 1.0133
H 1.1349 0.6170 2.0699
H -0.1648 1.4440 -0.5603